1.
{
  "formula": "C2H4NO4S",
  "method": "ωB97M-V with the def2-TZVPD basis set",
  "symbols": ["C", "C", "N", "O", "O", "O", "O", "S", "H", "H", "H", "H"],
  "xyz": [[2.46328, 0.23790, -0.25742], [1.24670, -0.42096, 0.13946], [0.00369, 0.05112, 0.01617], [-4.33593, -1.03380, -0.57322], [-1.03703, -0.68405, 0.35558], [-0.25339, 1.07952, -0.66855], [-4.05345, 0.62157, 1.17321], [-3.70492, 0.19362, -0.16085], [2.65274, 1.12911, 0.46804], [2.42316, 0.70418, -1.17670], [3.17578, -0.55608, -0.15821], [1.41937, -1.32213, 0.84249]],
  "atomic_forces_ev_per_a": [[0.09, 1.80, 2.82], [-1.86, -2.26, 2.34], [-0.51, -1.84, -1.27], [0.20, 0.09, -0.22], [0.63, 0.38, 0.59], [0.58, 0.93, 0.12], [0.23, 0.10, -0.46], [0.15, -0.26, 0.77], [0.34, -1.30, -0.84], [0.04, 0.65, -2.33], [1.12, 0.19, -0.20], [-1.02, 1.52, -1.32]],
  "lumo_ev": 3.21,
  "relative_energy_ev": 4.2429,
  "e_tot_ev": -22651.659,
  "homo_lumo_gap_ev": 6.46,
  "charge": -1,
  "spin_multiplicity": 1
}

2.
{
  "formula": "C39H55N10O16",
  "method": "ωB97M-V with the def2-TZVPD basis set",
  "symbols": ["N", "O", "O", "O", "C", "C", "C", "C", "C", "C", "N", "O", "O", "H", "H", "H", "H", "H", "C", "C", "C", "C", "C", "C", "N", "O", "O", "H", "H", "H", "H", "H", "C", "C", "C", "C", "C", "C", "N", "O", "O", "H", "H", "H", "H", "H", "C", "C", "C", "C", "C", "C", "N", "O", "O", "H", "H", "H", "H", "H", "C", "O", "N", "C", "C", "H", "H", "H", "H", "H", "H", "H", "C", "O", "N", "C", "C", "H", "H", "H", "H", "H", "H", "H", "C", "O", "N", "C", "C", "H", "H", "H", "H", "H", "H", "H", "C", "O", "N", "C", "C", "H", "H", "H", "H", "H", "H", "H", "C", "O", "N", "C", "C", "H", "H", "H", "H", "H", "H", "H"],
  "xyz": [[-0.01259, -0.80157, -0.42468], [0.37141, 0.36143, -0.61068], [0.58941, -1.66357, 0.39732], [-0.41559, -1.41357, -1.44168], [3.70541, 3.73843, -3.82068], [3.22441, 5.07243, -4.33868], [1.96441, 5.80143, -3.60268], [1.23841, 4.80443, -2.53068], [1.86941, 3.52643, -2.12968], [3.10241, 3.01343, -2.67568], [0.08241, 5.23843, -1.91268], [-0.54359, 6.37843, -2.17368], [-0.41759, 4.60543, -1.00568], [4.44441, 3.27043, -4.32668], [3.71041, 5.57543, -5.21768], [1.37641, 6.64943, -3.77968], [1.39841, 2.86543, -1.46568], [3.43841, 2.09343, -2.24268], [4.38741, -6.25357, 1.24832], [4.74841, -6.08757, 2.68932], [4.07141, -5.06157, 3.52332], [2.85341, -4.33257, 3.04732], [2.35541, -4.53757, 1.61032], [3.16541, -5.54957, 0.70632], [2.06741, -3.51257, 3.95932], [2.59941, -3.13157, 5.14332], [1.03141, -3.01557, 3.60732], [4.93841, -6.63157, 0.44932], [5.49041, -6.72057, 3.16832], [4.42541, -4.86557, 4.62132], [1.28741, -4.26557, 1.17032], [2.99141, -5.58257, -0.44368], [-3.65459, 0.50743, 1.80432], [-2.50659, 1.30943, 1.37632], [-2.54859, 2.73043, 1.62632], [-3.76359, 3.31443, 2.40432], [-4.96359, 2.38943, 2.69332], [-4.75259, 0.94243, 2.37332], [-3.93259, 4.79343, 2.77532], [-3.26859, 5.62443, 2.15432], [-4.74859, 5.11743, 3.67932], [-3.62959, -0.59157, 1.43532], [-1.87959, 0.93843, 0.66532], [-1.89359, 3.51943, 1.35032], [-5.87659, 2.71843, 3.14132], [-5.65759, 0.35843, 2.63632], [-2.18459, -2.93157, 2.25632], [-2.89159, -3.38757, 0.94932], [-4.38059, -3.27257, 0.80632], [-5.06859, -2.94957, 2.14732], [-4.41659, -2.61857, 3.42932], [-2.88559, -2.56157, 3.39332], [-6.65359, -2.87157, 2.11532], [-7.18659, -2.65157, 3.12832], [-7.17759, -3.59657, 1.28032], [-1.05359, -3.03957, 2.39532], [-2.29359, -3.66457, 0.15932], [-4.81159, -3.56057, -0.11968], [-4.88959, -2.44657, 4.26332], [-2.29759, -2.27657, 4.17132], [5.89641, 0.36243, -0.66968], [7.03641, 0.83643, -1.02368], [5.20341, 0.97943, 0.17432], [3.90141, 0.32243, 0.54532], [5.40541, 2.36643, 0.70432], [5.73141, -0.51657, -1.21268], [4.19741, -0.46957, 1.22732], [3.25141, 0.41743, -0.30768], [3.43641, 1.02143, 1.09032], [6.36241, 2.77043, 0.37532], [5.64841, 2.15443, 1.94832], [4.52641, 3.17643, 0.71332], [-5.79859, -1.28757, -3.11668], [-5.27859, -2.08457, -3.97668], [-4.89359, -0.78357, -2.24368], [-5.32959, 0.30543, -1.29168], [-3.44159, -1.23957, -2.11868], [-6.81259, -1.01357, -2.89968], [-6.39959, 0.50043, -1.77568], [-4.72759, 1.13343, -1.47768], [-5.25759, 0.06443, -0.19468], [-2.60059, -0.45557, -1.70168], [-2.87059, -1.28357, -3.13968], [-3.14459, -1.95057, -1.59868], [2.82941, -0.89557, -3.01868], [2.98941, -0.19957, -4.02468], [3.75441, -1.83357, -2.78668], [3.51741, -2.87157, -1.72268], [5.06541, -1.84657, -3.54768], [1.87041, -0.81457, -2.63668], [3.25841, -3.85557, -2.21468], [2.76541, -2.60457, -0.92768], [4.40741, -3.00357, -1.25968], [5.80041, -2.36557, -3.15768], [5.52441, -0.77557, -3.60568], [4.74341, -1.75057, -4.58468], [0.93341, -0.15357, 5.73932], [0.86541, -0.03357, 7.02432], [0.00641, 0.24543, 4.93032], [0.17941, 0.30643, 3.45532], [-1.44559, 0.55143, 5.38732], [1.76841, -0.52957, 5.37232], [-0.09559, 1.23543, 3.07032], [-0.43259, -0.42257, 2.64532], [1.41241, 0.26743, 3.13332], [-2.19759, 0.62243, 4.50832], [-1.44059, 1.67643, 6.00332], [-1.66859, -0.24957, 6.11932], [0.32941, 2.69043, -5.24368], [0.54941, 3.41443, -6.31268], [-0.92859, 2.53443, -4.62268], [-1.06759, 1.78743, -3.25968], [-2.13959, 3.58343, -5.05968], [1.03041, 2.00343, -4.99668], [-0.98459, 2.51643, -2.46768], [-0.23159, 1.20243, -3.00268], [-2.02559, 1.40243, -3.14968], [-1.91859, 4.17643, -6.10868], [-2.23859, 4.43543, -4.36968], [-3.09859, 2.81643, -5.02668]],
  "atomic_forces_ev_per_a": [[5.55, -4.64, -3.11], [-0.95, 1.20, 2.17], [-1.69, 2.86, 1.02], [-2.66, 0.48, -0.05], [-4.61, 3.18, 2.54], [-3.09, -0.24, 3.45], [2.10, -8.55, 1.72], [5.88, 0.52, -3.84], [1.19, 2.14, -2.32], [-1.93, 4.04, -1.98], [-4.77, 4.42, 1.60], [3.13, -3.07, -0.80], [0.74, -1.42, 0.03], [2.44, -1.19, -1.54], [-0.59, -0.67, 1.17], [-0.15, 1.37, -0.70], [-0.93, -0.38, 1.12], [0.48, -0.35, -0.43], [-4.17, 4.09, 2.54], [-2.46, 2.24, -1.36], [-0.88, -0.66, -0.73], [1.20, -2.85, -3.46], [1.25, -3.11, 0.28], [1.21, 1.98, 2.83], [2.15, 3.08, 4.22], [-1.43, -2.32, -4.56], [-0.08, -0.85, -0.47], [1.25, -1.49, -0.48], [0.13, 0.38, -0.27], [-0.86, -0.47, -2.35], [2.63, 0.16, 1.34], [-0.03, -0.01, 2.42], [4.13, -2.56, -3.14], [-4.37, 3.67, 2.45], [-4.06, -0.58, 2.43], [-1.96, -4.09, -0.49], [5.63, 0.05, -1.52], [-4.00, 4.60, 2.51], [-0.41, 0.73, 0.39], [-0.60, -1.46, 0.68], [1.68, -1.38, -2.00], [0.09, 1.84, 0.90], [2.18, -1.09, -1.40], [1.00, 0.02, -0.57], [-0.18, 0.38, 0.18], [0.98, -0.13, -0.42], [-0.97, -1.67, -2.09], [-3.56, 2.63, 4.70], [4.12, 0.39, 5.53], [1.59, 1.31, -0.78], [4.99, -1.49, -8.46], [-4.58, -1.50, -3.47], [3.11, -4.94, -1.24], [-1.56, 2.69, 3.43], [0.21, 1.08, -1.57], [-1.75, 0.40, -0.83], [1.16, -0.56, -1.75], [-0.85, 0.02, -0.33], [-2.83, 1.02, 4.16], [1.05, 0.76, 2.64], [8.00, 2.16, -3.52], [-1.69, -0.80, 0.37], [-5.53, 2.33, 3.03], [2.88, 0.54, -1.05], [0.56, -0.62, 4.08], [-1.80, -1.75, 0.06], [-1.03, -0.92, -0.78], [-0.31, -1.90, -0.58], [-1.69, 2.50, 2.80], [-0.39, -0.04, -0.46], [-0.87, 0.81, -3.32], [1.67, -2.37, -0.66], [5.79, -3.34, -1.95], [-3.34, 1.94, 1.66], [1.35, 1.04, 2.99], [-2.50, -2.25, -1.71], [0.57, 9.30, -6.75], [-0.83, 0.11, -0.51], [1.93, 0.16, 2.06], [0.98, 1.64, -0.25], [-0.54, -0.09, -1.27], [-2.87, -0.74, -0.49], [-1.77, -0.46, 1.45], [1.20, -7.32, 4.71], [2.06, 0.02, -4.18], [0.22, 1.22, 0.05], [0.69, -1.47, 2.78], [-2.39, 0.26, -2.08], [-4.95, 6.66, -1.89], [-1.75, -0.64, 2.31], [-0.03, 0.98, 0.52], [0.45, 0.07, -1.19], [2.84, -0.55, 1.70], [3.00, -3.58, 1.51], [-0.87, -1.21, 1.01], [0.53, -1.61, -0.39], [-2.40, 1.83, 7.42], [-0.26, -0.53, -3.53], [-4.34, 0.76, -3.60], [2.87, -2.56, -2.15], [1.37, 2.51, 1.07], [3.92, -1.74, -2.30], [-0.56, 1.89, -0.10], [1.67, 1.12, 2.85], [-3.57, -0.34, 1.12], [1.65, -0.31, 1.36], [-0.09, -3.39, -1.81], [-0.24, 0.68, -0.40], [-4.12, 3.71, -4.76], [-1.04, -2.26, 4.51], [0.19, 1.98, -0.40], [1.05, 3.79, -1.68], [0.58, -2.20, -0.98], [2.38, -2.15, 1.50], [-0.24, 0.77, 0.29], [0.75, -1.54, -0.56], [-1.46, -1.36, -0.27], [-0.39, -2.46, 2.45], [0.07, -0.77, 0.37], [2.34, 2.47, -0.39]],
  "lumo_ev": -0.01,
  "relative_energy_ev": 3.2616,
  "e_tot_ev": -88961.130,
  "homo_lumo_gap_ev": 6.79,
  "charge": -1,
  "spin_multiplicity": 1
}

3.
{
  "formula": "C4H8NOS",
  "method": "ωB97M-V with the def2-TZVPD basis set",
  "symbols": ["O", "C", "N", "C", "C", "S", "C", "H", "H", "H", "H", "H", "H", "H", "H"],
  "xyz": [[-0.06657, 2.37166, 1.69829], [-0.35738, 1.49446, 0.89532], [0.47652, 0.76546, 0.05898], [0.21393, -0.44215, -0.70461], [1.38680, -1.33855, -0.86455], [0.82869, -2.77430, -1.72478], [-1.74740, 0.90012, 0.79232], [1.47447, 0.75058, 0.33269], [-0.22561, -0.33189, -1.70856], [-0.42717, -0.96037, -0.08661], [1.95019, -1.63207, 0.04384], [2.26910, -0.93341, -1.40668], [-2.03767, 0.96973, -0.26377], [-1.37363, -0.10621, 1.16102], [-2.36426, 1.26694, 1.77710]],
  "atomic_forces_ev_per_a": [[0.71, -0.35, -0.58], [-0.32, -0.89, -0.53], [2.47, 2.03, 1.07], [0.32, 0.78, -0.37], [2.61, -0.21, -0.13], [-0.31, -1.41, -0.68], [0.49, 0.04, 3.71], [-0.90, 0.78, -0.24], [0.00, 0.46, 0.46], [-1.79, -1.72, 0.58], [-1.00, 0.22, 0.46], [-0.78, 0.61, -0.28], [-0.84, -0.44, 0.74], [-1.57, 0.45, -1.00], [0.92, -0.35, -3.21]],
  "lumo_ev": 3.55,
  "relative_energy_ev": 1.5802,
  "e_tot_ev": -18650.630,
  "homo_lumo_gap_ev": 6.13,
  "charge": -1,
  "spin_multiplicity": 1
}

4.
{
  "formula": "H20O10",
  "method": "ωB97M-V with the def2-TZVPD basis set",
  "symbols": ["O", "H", "H", "O", "H", "H", "O", "H", "H", "O", "H", "H", "O", "H", "H", "O", "H", "H", "O", "H", "H", "O", "H", "H", "O", "H", "H", "O", "H", "H"],
  "xyz": [[-2.29890, -0.72610, 2.44766], [-2.93299, -1.10337, 3.06415], [-2.77152, 0.00929, 2.03471], [4.14751, 0.31462, -1.78179], [4.29926, 0.36465, -0.82969], [3.40589, 0.91513, -1.93004], [2.29072, -2.29827, 0.96348], [2.88900, -2.72000, 0.33514], [1.53068, -2.23831, 0.35369], [1.02584, 2.57587, -1.46608], [1.09145, 3.48046, -1.15540], [0.21274, 2.43429, -1.97291], [-0.84708, -2.61516, 0.65972], [-1.76369, -2.77926, 0.90702], [-0.54767, -2.10982, 1.42693], [1.58222, 2.02792, 1.46594], [2.02153, 1.84299, 2.29840], [1.81727, 1.67826, 0.60771], [-1.53011, 0.63098, -0.10447], [-1.04570, -0.18401, 0.08533], [-1.16854, 1.29540, 0.49289], [-2.66866, 3.26443, 1.80056], [-3.32529, 2.61037, 1.53437], [-1.90538, 2.70395, 1.97975], [1.15035, -1.93037, -1.60163], [1.31670, -2.71333, -2.14960], [0.18045, -1.95169, -1.56599], [-2.18752, -1.10738, -2.36485], [-1.89242, -1.52097, -3.19020], [-2.07612, -0.15058, -2.34481]],
  "atomic_forces_ev_per_a": [[-0.20, 0.13, 0.07], [0.02, -0.01, 0.13], [0.18, -0.24, -0.15], [-0.05, 0.21, 0.20], [-0.01, -0.10, -0.16], [0.01, -0.12, -0.04], [-0.33, -0.22, -0.59], [0.42, 0.05, 0.35], [0.09, 0.22, 0.37], [0.27, -0.68, -0.12], [-0.41, 0.15, -0.14], [0.28, 0.42, 0.39], [-0.01, 0.21, 0.22], [-0.09, 0.02, -0.28], [0.17, -0.07, 0.00], [-1.67, 1.34, 0.41], [0.64, -0.73, -0.92], [0.80, -0.61, 0.41], [-0.18, 0.15, 0.07], [-0.11, -0.04, -0.01], [0.32, -0.07, -0.21], [0.02, -0.52, -0.06], [-0.20, 0.26, -0.10], [0.22, 0.31, 0.21], [-0.58, -0.53, -0.55], [0.32, 0.28, 0.16], [-0.01, 0.27, 0.28], [-0.04, -0.74, 0.23], [-0.10, 0.84, 0.22], [0.23, -0.19, -0.38]],
  "lumo_ev": 0.10,
  "relative_energy_ev": 3.1914,
  "e_tot_ev": -20799.421,
  "homo_lumo_gap_ev": 10.80,
  "spin_multiplicity": 1
}

| no. | strongest force on any atom (eV Å⁻¹) |
| --- | --- |
| 1 | 3.74 |
| 2 | 11.51 |
| 3 | 3.74 |
| 4 | 2.18 |